i) Entry from the Open Molecules 2025 dataset: a 2-piece molecular cluster, C3H12NO2 overall (ωB97M-V/def2-TZVPD).

The geometry in ORCA input format:
```
! RIJCOSX wB97M-V def2-TZVPD def2/J DEFGRID3
* xyz 1 1
C 0.558 -0.034 0.089
C -0.109 1.404 0.361
C -0.230 2.286 -1.025
O -1.488 1.123 0.698
N -0.028 -1.195 0.907
H 0.372 -0.405 -0.935
H 1.644 -0.075 0.321
H 0.511 1.972 0.998
H 0.756 2.540 -1.373
H -0.912 3.208 -0.859
H -0.786 1.735 -1.813
H -1.808 1.876 1.210
H -1.033 -0.764 1.052
H 0.227 -1.211 1.919
H 0.212 -1.972 0.370
H 1.585 -3.733 -0.686
H 0.526 -2.939 -1.615
O 1.187 -2.849 -0.884
*
```

The value obtained for the gap between HOMO and LUMO is 11.46 eV. The value obtained for the HOMO energy is -0.539 Eh. The calculation puts the LUMO energy at -3.2 eV.

=====

ii) Entry from the Open Molecules 2025 dataset: a 3-piece molecular cluster, C3H12NO2 overall (ωB97M-V/def2-TZVPD).

The geometry in ORCA input format:
```
! RIJCOSX wB97M-V def2-TZVPD def2/J DEFGRID3
* xyz 1 1
C -1.244 -0.921 -0.643
C 0.107 -1.357 -1.194
C 0.270 -2.180 -2.232
N 1.159 -0.331 -0.878
H -1.404 -1.216 0.388
H -1.225 0.181 -0.638
H -2.027 -1.243 -1.313
H 1.264 -2.534 -2.481
H -0.681 -2.590 -2.549
H 1.263 0.300 -1.672
H 2.045 -0.732 -0.568
H 0.789 0.283 -0.094
H 0.086 1.474 1.831
H 1.398 0.793 2.139
O 0.721 0.807 1.464
H -1.598 3.273 2.690
H -0.096 3.295 2.936
O -0.827 2.697 2.814
*
```

The value obtained for the gap between HOMO and LUMO is 11.02 eV. The value obtained for the HOMO energy is -0.526 Eh. The calculation puts the LUMO energy at -3.3 eV.

=====

Which structure loses on stability? i) does.

=====

i) Entry from the Open Molecules 2025 dataset: a 2-piece molecular cluster, C3H12NO2 overall (ωB97M-V/def2-TZVPD).

The geometry in ORCA input format:
```
! RIJCOSX wB97M-V def2-TZVPD def2/J DEFGRID3
* xyz 1 1
O -0.847 -1.257 -1.798
C 0.630 -1.424 -1.559
C 1.020 -0.744 -0.184
N -0.024 0.222 0.458
C -0.147 1.393 -0.429
H -0.931 -1.291 -2.759
H 0.681 -2.483 -1.481
H 1.433 -0.993 -2.260
H 1.815 -0.070 -0.621
H 1.293 -1.348 0.683
H 0.024 0.420 1.435
H -0.897 -0.209 0.378
H 0.744 2.003 -0.181
H -1.060 2.101 -0.407
H 0.161 1.119 -1.463
H -1.282 1.842 3.522
H 0.333 1.745 3.136
O -0.549 1.290 3.028
*
```

The value obtained for the gap between HOMO and LUMO is 11.80 eV. The value obtained for the HOMO energy is -0.547 Eh. The calculation puts the LUMO energy at -3.1 eV.

=====

ii) Entry from the Open Molecules 2025 dataset: a 3-piece molecular cluster, C3H12NO2 overall (ωB97M-V/def2-TZVPD).

The geometry in ORCA input format:
```
! RIJCOSX wB97M-V def2-TZVPD def2/J DEFGRID3
* xyz 1 1
C 2.073 0.337 -1.438
C 1.026 -0.502 -0.695
C 1.014 -0.994 0.552
N 0.659 -0.228 1.768
H 1.587 1.307 -1.783
H 2.868 0.776 -0.675
H 2.370 -0.194 -2.391
H 0.225 -0.988 -1.406
H 1.195 -2.070 0.636
H 1.131 0.631 1.996
H -0.436 0.017 1.653
H 0.929 -0.842 2.470
H -1.928 0.616 0.411
H -2.158 0.862 1.957
O -1.457 0.915 1.273
H -2.551 0.930 -1.867
H -2.795 -0.503 -2.110
O -2.259 0.087 -1.496
*
```

The value obtained for the gap between HOMO and LUMO is 8.21 eV. The value obtained for the HOMO energy is -0.448 Eh. The calculation puts the LUMO energy at -4.0 eV.

=====

Which structure loses on stability? ii) does.